Record 1
The following is a DFT calculation (wB97M-V/def2-TZVPD) of an isolated molecule of C3H4N4S at a distorted geometry.

Results
gap between HOMO and LUMO = 8.3 eV
spin multiplicity = 1
HOMO = -8.9 eV
ΔE to the lowest compared entry with this formula, charge and spin = 0.340 eV

```
12
Properties=species:S:1:pos:R:3:mulliken_charge:R:1
H -2.51 1.25 0.48 0.23
N -1.99 0.76 1.23 -0.70
C -0.89 0.25 0.78 0.64
C 0.07 -0.55 1.62 -0.07
N 1.10 -0.91 0.98 -0.56
C 0.95 -0.43 -0.38 0.51
N 1.75 -0.46 -1.37 -0.64
H 2.58 -1.05 -1.14 0.29
N -0.29 0.28 -0.46 -0.09
S -0.82 1.10 -1.86 -0.18
H -0.09 -0.73 2.70 0.38
H 0.13 0.52 -2.58 0.19
```

Record 2
The following is a DFT calculation (wB97M-V/def2-TZVPD) of an isolated molecule of C3H4N4S at a distorted geometry.

Results
gap between HOMO and LUMO = 7.7 eV
spin multiplicity = 1
HOMO = -8.1 eV
ΔE to the lowest compared entry with this formula, charge and spin = 1.622 eV

```
12
Properties=species:S:1:pos:R:3:mulliken_charge:R:1
S 2.58 -0.28 -0.05 -0.23
N 1.33 0.82 0.10 -0.40
C 0.12 0.36 -0.03 0.60
N -0.89 1.32 0.09 -0.46
C -2.13 0.95 -0.05 0.10
C -2.58 -0.43 -0.11 -0.21
N -1.67 -1.34 0.04 -0.77
N -0.36 -0.96 0.07 0.24
H 3.46 0.77 -0.21 0.17
H -2.71 1.88 -0.12 0.41
H -3.68 -0.69 -0.16 0.35
H 0.27 -1.66 0.25 0.19
```

Record 3
The following is a DFT calculation (wB97M-V/def2-TZVPD) of an isolated ion of composition C3H4N5 and charge +1 at a distorted geometry.

Results
gap between HOMO and LUMO (spin up / spin down) = 7.8 / 7.8 eV
spin multiplicity = 1
net charge = +1
HOMO (spin up / spin down) = -13.9 / -13.9 eV
ΔE to the lowest compared entry with this formula, charge and spin = 4.616 eV

```
12
Properties=species:S:1:pos:R:3:mulliken_charge:R:1
C -1.48 -0.46 0.53 -0.42
C -0.81 -2.21 1.87 0.25
C -0.22 -0.31 0.20 0.43
N -2.74 -3.10 2.82 -0.39
N 0.43 -2.15 1.57 -0.57
N -1.79 -2.76 2.39 0.66
N 0.72 -1.13 0.78 0.29
N 0.31 0.59 -0.61 -0.38
H -2.57 -0.44 0.45 0.40
H 1.61 -0.96 0.34 0.23
H 0.01 0.73 -1.58 0.26
H 1.28 0.58 -0.43 0.21
```

Record 4
The following is a DFT calculation (wB97M-V/def2-TZVPD) of C3H4N5O as an isolated structure at a distorted geometry.

Results
gap between HOMO and LUMO (spin up / spin down) = 5.2 / 5.6 eV
spin multiplicity = 3
net charge = -1
HOMO (spin up / spin down) = -1.9 / -4.9 eV
<S²> = 2.010

```
13
Properties=species:S:1:pos:R:3:mulliken_spin:R:1
C -3.83 -0.17 0.11 0.03
C -2.03 -0.78 0.35 0.85
C 0.80 0.73 -0.84 0.00
N -4.68 -0.10 1.09 0.01
N -4.35 0.20 -1.11 0.05
N -5.84 0.18 0.47 0.04
N -5.67 0.28 -0.82 0.01
N -1.25 0.11 -0.06 0.74
O 0.16 -0.07 0.05 0.21
H -1.85 -1.63 0.92 0.04
H 0.27 1.61 -1.04 0.00
H 1.01 0.14 -1.76 0.03
H 1.78 1.26 -0.49 0.00
```

Record 5
The following is a DFT calculation (wB97M-V/def2-TZVPD) of an isolated ion of composition C3H4N5O4 and charge +1 at a distorted geometry.

Results
gap between HOMO and LUMO (spin up / spin down) = 7.4 / 7.4 eV
spin multiplicity = 1
net charge = +1
HOMO (spin up / spin down) = -13.0 / -13.0 eV
ΔE to the lowest compared entry with this formula, charge and spin = 1.544 eV

```
16
Properties=species:S:1:pos:R:3:mulliken_charge:R:1
C -0.15 1.41 0.04 0.29
C 0.68 0.34 0.07 -0.27
C -2.60 0.80 0.12 0.77
N 0.28 -1.05 -0.01 0.50
N -1.57 1.59 0.10 -0.15
N 1.06 -2.17 0.28 -0.62
N 2.13 0.52 -0.05 1.02
N -1.11 -0.97 -0.03 -0.07
O 2.47 1.65 0.17 -0.53
O 2.78 -0.42 -0.47 -0.61
O -1.84 -1.88 -0.31 -0.47
O -3.62 0.30 -0.03 -0.14
H 0.35 2.45 -0.04 0.35
H -1.64 2.61 -0.11 0.33
H 2.13 -2.10 0.11 0.34
H 0.64 -3.07 0.15 0.27
```

Record 6
The following is a DFT calculation (wB97M-V/def2-TZVPD) of an isolated ion of composition C3H4NO and charge +1 at a distorted geometry.

Results
gap between HOMO and LUMO = 9.6 eV
spin multiplicity = 1
net charge = +1
HOMO = -17.0 eV
ΔE to the lowest compared entry with this formula, charge and spin = 1.465 eV

```
9
Properties=species:S:1:pos:R:3:mulliken_charge:R:1
C 1.11 -0.54 -0.03 -0.02
C -0.24 -1.10 -0.03 0.25
C -0.52 1.08 0.01 -0.18
N 0.98 0.75 0.00 -0.21
O -1.19 -0.17 0.00 -0.17
H 2.03 -1.11 0.16 0.37
H -0.39 -2.26 0.09 0.36
H -0.97 1.70 0.81 0.30
H -0.81 1.65 -1.00 0.30
```

Record 7
The following is a DFT calculation (wB97M-V/def2-TZVPD) of an isolated ion of composition C3H4NO2 and charge +1 at a distorted geometry.

Results
gap between HOMO and LUMO = 8.5 eV
spin multiplicity = 1
net charge = +1
HOMO = -17.0 eV
ΔE to the lowest compared entry with this formula, charge and spin = 4.258 eV

```
10
Properties=species:S:1:pos:R:3:mulliken_charge:R:1
O -1.47 1.86 -0.15 -0.24
C -0.76 0.97 0.00 0.35
C 0.65 0.61 0.42 -0.30
C 0.38 -0.89 -0.01 -0.50
N -0.92 -0.47 -0.53 0.65
O -1.66 -0.91 -1.39 -0.20
H 1.44 1.31 -0.02 0.31
H 1.10 0.52 1.46 0.28
H 0.93 -1.55 -0.66 0.36
H 0.31 -1.45 0.88 0.29
```

Record 8
The following is a DFT calculation (wB97M-V/def2-TZVPD) of an isolated ion of composition C3H4NO2 and charge +1 at a distorted geometry.

Results
gap between HOMO and LUMO = 10.3 eV
spin multiplicity = 1
net charge = +1
HOMO = -15.1 eV
ΔE to the lowest compared entry with this formula, charge and spin = 0.990 eV

```
10
Properties=species:S:1:pos:R:3:mulliken_charge:R:1
N -1.03 0.84 0.01 -0.44
C -0.60 -0.66 0.01 0.53
O -1.56 -1.42 -0.20 -0.44
C 0.78 -0.99 0.07 -0.66
C 1.83 -0.21 0.05 0.56
O 2.72 0.49 0.05 -0.15
H -0.30 1.53 0.56 0.43
H -1.93 1.15 0.33 0.37
H -1.00 1.27 -0.92 0.39
H 1.09 -2.00 0.06 0.42
```

Record 9
The following is a DFT calculation (wB97M-V/def2-TZVPD) of an isolated ion of composition C3H4NO2 and charge +1 at a distorted geometry.

Results
gap between HOMO and LUMO = 8.3 eV
spin multiplicity = 1
net charge = +1
HOMO = -15.3 eV
ΔE to the lowest compared entry with this formula, charge and spin = 5.846 eV

```
10
Properties=species:S:1:pos:R:3:mulliken_charge:R:1
C 0.80 -1.23 -0.07 0.20
C -1.41 -0.90 -0.05 -0.11
C 0.62 0.24 0.18 -0.46
N -0.83 0.38 0.05 0.36
O -1.04 1.76 -0.07 -0.38
O -0.34 -1.75 0.02 -0.08
H 1.81 -1.61 -0.22 0.39
H 1.07 0.35 1.15 0.32
H 1.22 0.86 -0.53 0.36
H -1.92 1.91 -0.47 0.39
```

Record 10
The following is a DFT calculation (wB97M-V/def2-TZVPD) of an isolated ion of composition C3H4NO4 and charge -1 at a distorted geometry.

Results
gap between HOMO and LUMO (spin up / spin down) = 6.0 / 5.6 eV
spin multiplicity = 3
net charge = -1
HOMO (spin up / spin down) = -2.0 / -2.3 eV
<S²> = 2.015

```
12
Properties=species:S:1:pos:R:3:mulliken_spin:R:1
C 1.24 -0.24 -0.21 0.12
C -0.57 0.74 -0.89 0.00
C 0.83 -0.87 0.98 0.36
N -1.03 0.65 0.47 0.71
O -1.53 1.68 0.95 0.51
O 2.25 0.45 -0.32 0.18
O 0.20 -0.33 -1.22 0.00
O -0.20 -1.88 0.99 0.04
H -1.56 0.61 -1.49 0.04
H -0.24 1.79 -1.32 0.02
H 1.30 -0.92 1.94 0.01
H -0.71 -1.70 0.11 0.01
```

Record 11
The following is a DFT calculation (wB97M-V/def2-TZVPD) of an isolated molecule of C3H4NOP at a distorted geometry.

Results
gap between HOMO and LUMO = 8.0 eV
spin multiplicity = 1
HOMO = -8.9 eV
ΔE to the lowest compared entry with this formula, charge and spin = 3.158 eV

```
10
Properties=species:S:1:pos:R:3:mulliken_charge:R:1
O 0.83 1.38 0.11 -0.56
C 1.75 0.59 -0.04 0.17
N 1.65 -0.73 0.02 -0.59
C 0.41 -1.25 0.17 0.08
C -0.68 -0.52 0.18 0.08
P -2.16 0.21 0.08 -0.04
H 2.72 0.91 -0.36 0.41
H 0.41 -2.42 0.09 0.29
H -2.34 0.63 -1.17 0.06
H -2.59 1.20 0.92 0.09
```

Record 12
The following is a DFT calculation (wB97M-V/def2-TZVPD) of an isolated ion of composition C3H4NOS2 and charge +1 at a distorted geometry.

Results
gap between HOMO and LUMO (spin up / spin down) = 7.3 / 5.5 eV
spin multiplicity = 3
net charge = +1
HOMO (spin up / spin down) = -12.0 / -14.6 eV
<S²> = 2.015
ΔE to the lowest compared entry with this formula, charge and spin = 0.000 eV

```
11
Properties=species:S:1:pos:R:3:mulliken_spin:R:1
C -1.91 -0.35 -0.19 0.05
C -0.59 0.24 -0.81 -0.05
C 0.06 -2.04 -0.09 0.60
N 0.01 0.80 0.36 0.46
O -3.02 0.00 -0.14 0.06
S -1.31 -1.85 0.78 0.29
S 0.64 -1.19 -1.41 0.59
H -0.72 0.90 -1.71 0.01
H 0.49 -2.96 0.11 0.01
H -0.29 0.53 1.27 -0.01
H 0.49 1.70 0.33 -0.02
```

Record 13
The following is a DFT calculation (wB97M-V/def2-TZVPD) of a 2-piece molecular cluster, C3H4NP overall at a distorted geometry.

Results
gap between HOMO and LUMO (spin up / spin down) = 7.9 / 8.0 eV
spin multiplicity = 1
HOMO (spin up / spin down) = -9.3 / -9.0 eV
ΔE to the lowest compared entry with this formula, charge and spin = 4.083 eV

```
9
Properties=species:S:1:pos:R:3:mulliken_charge:R:1
C -0.61 -2.18 -1.96 0.47
C -1.15 -1.60 -0.83 -0.10
C 0.59 0.25 -0.27 -0.88
N 0.07 -2.69 -2.74 -0.36
P -2.36 -1.73 0.23 -0.09
H -0.23 0.92 0.00 0.34
H 1.19 -0.18 0.53 0.29
H 1.19 0.60 -1.11 0.33
H -1.82 -1.02 1.24 0.01
```

Record 14
The following is a DFT calculation (wB97M-V/def2-TZVPD) of an isolated ion of composition C3H4NS and charge +1 at a distorted geometry.

Results
gap between HOMO and LUMO (spin up / spin down) = 9.4 / 5.6 eV
spin multiplicity = 1
net charge = +1
HOMO (spin up / spin down) = -15.6 / -13.3 eV
ΔE to the lowest compared entry with this formula, charge and spin = 6.960 eV

```
9
Properties=species:S:1:pos:R:3:mulliken_charge:R:1
C -0.58 0.00 -1.49 -0.08
C 2.06 2.15 -1.21 0.07
C 0.92 0.34 0.50 -0.49
N -0.37 0.22 -0.26 -0.09
S 2.58 0.89 -0.44 0.16
H -1.52 -0.31 -1.85 0.34
H 0.62 0.95 1.39 0.44
H 1.28 -0.73 0.59 0.34
H -1.02 0.10 0.50 0.32
```

Record 15
The following is a DFT calculation (wB97M-V/def2-TZVPD) of an isolated ion of composition C3H4NS3 and charge -1 at a distorted geometry.

Results
gap between HOMO and LUMO = 7.4 eV
spin multiplicity = 1
net charge = -1
HOMO = -4.3 eV
ΔE to the lowest compared entry with this formula, charge and spin = 0.000 eV

```
11
Properties=species:S:1:pos:R:3:mulliken_charge:R:1
C 1.04 -1.31 -0.30 -0.98
C -0.36 -1.14 0.43 0.19
S -0.94 -2.44 1.31 -0.43
N -0.94 -0.01 0.31 -0.41
C -0.62 1.22 0.12 0.35
S 0.84 2.02 0.44 -0.47
S -1.91 2.30 -0.54 -0.30
H 1.13 -2.35 -0.56 0.36
H 1.01 -0.84 -1.22 0.35
H 1.92 -0.96 0.45 0.21
H -1.15 3.51 -0.43 0.14
```

Record 16
The following is a DFT calculation (wB97M-V/def2-TZVPD) of C3H4NaO4 as an isolated structure at a distorted geometry.

Results
gap between HOMO and LUMO (spin up / spin down) = 8.4 / 5.7 eV
spin multiplicity = 2
HOMO (spin up / spin down) = -8.6 / -8.6 eV
<S²> = 0.765
ΔE to the lowest compared entry with this formula, charge and spin = 0.000 eV

```
12
Properties=species:S:1:pos:R:3:mulliken_spin:R:1
O -1.93 1.24 -2.44 0.00
C -1.54 0.75 -1.39 0.00
O -2.12 0.58 -0.29 0.00
O -0.19 0.28 -1.30 0.00
C 3.20 -1.14 0.20 0.61
C 2.58 -1.77 1.32 0.03
O 1.50 -1.38 1.80 0.29
H 0.31 0.59 -2.06 0.00
H 2.93 -0.10 -0.03 0.04
H 4.08 -1.58 -0.26 0.03
H 3.01 -2.72 1.68 0.01
Na -0.56 -0.38 1.07 0.00
```

Record 17
The following is a DFT calculation (wB97M-V/def2-TZVPD) of C3H4O2 as an isolated structure at a distorted geometry.

Results
gap between HOMO and LUMO = 9.0 eV
spin multiplicity = 1
HOMO = -8.7 eV
ΔE to the lowest compared entry with this formula, charge and spin = 5.029 eV

```
9
Properties=species:S:1:pos:R:3:mulliken_charge:R:1
C -0.17 -0.21 -0.92 -0.55
C -0.17 1.13 -0.82 -0.10
C 0.58 -0.23 0.35 0.19
O 0.59 1.19 0.36 -0.31
O 1.63 -0.93 0.71 -0.37
H -0.58 -0.96 -1.56 0.33
H -0.57 2.01 -1.26 0.37
H -0.84 -0.51 1.53 0.09
H 2.09 -0.50 1.45 0.35
```

Record 18
The following is a DFT calculation (wB97M-V/def2-TZVPD) of an isolated molecule of C3H4O2.

Results
gap between HOMO and LUMO = 11.0 eV
spin multiplicity = 1
HOMO = -10.2 eV
ΔE to the lowest compared entry with this formula, charge and spin = 1.806 eV

```
9
Properties=species:S:1:pos:R:3:mulliken_charge:R:1
O 0.17 -2.22 0.62 -0.46
C 0.23 -1.03 0.87 -0.17
C 0.58 -0.03 -0.19 0.22
C -0.52 0.84 -0.59 -0.38
O 0.57 1.34 0.15 -0.40
H -0.04 -0.61 1.86 0.35
H 1.33 -0.34 -0.91 0.37
H -0.61 1.12 -1.64 0.25
H -1.46 0.79 -0.04 0.23
```

Record 19
The following is a DFT calculation (wB97M-V/def2-TZVPD) of an isolated molecule of C3H4O2 at a distorted geometry.

Results
gap between HOMO and LUMO (spin up / spin down) = 8.5 / 7.4 eV
spin multiplicity = 1
HOMO (spin up / spin down) = -8.8 / -8.4 eV
ΔE to the lowest compared entry with this formula, charge and spin = 3.828 eV

```
9
Properties=species:S:1:pos:R:3:mulliken_charge:R:1
O 2.29 0.87 0.19 -0.52
C 1.24 0.25 0.22 0.05
C -0.03 0.67 0.73 -0.18
C -1.05 -0.64 -0.67 -0.53
O -1.04 -0.22 0.56 -0.24
H 1.18 -0.82 -0.13 0.33
H -0.20 1.44 1.46 0.38
H -0.84 0.08 -1.46 0.40
H -1.41 -1.64 -0.86 0.31
```

Record 20
The following is a DFT calculation (wB97M-V/def2-TZVPD) of an isolated molecule of C3H4O2 at a distorted geometry.

Results
gap between HOMO and LUMO = 7.4 eV
spin multiplicity = 1
HOMO = -7.5 eV
ΔE to the lowest compared entry with this formula, charge and spin = 3.868 eV

```
9
Properties=species:S:1:pos:R:3:mulliken_charge:R:1
C -0.38 -1.83 0.37 -0.58
C 0.19 -0.67 0.83 -0.47
C 0.12 0.58 0.05 0.87
O -0.24 0.60 -1.25 -0.38
O 0.53 1.74 0.50 -0.39
H -0.74 -1.88 -0.70 0.11
H 0.59 -0.65 1.82 0.26
H -0.41 -0.30 -1.52 0.22
H 0.34 2.41 -0.10 0.35
```